[1]
The following is a quantum chemistry calculation of a structure of composition C24H44GaP2, from the OMol25 dataset.

Its gap between HOMO and LUMO is 6.71 eV. The lowest unoccupied orbital energy is -3.418 eV. The energy above the lowest of the compared OMol25 structures with the same formula, charge and spin comes out at 0.0 kcal/mol. The HOMO energy comes out at -10.13 eV. Its total charge is +1.

Atoms and positions in Å:
Ga -1.28 -1.35 1.42
C -0.83 -3.23 2.65
C 0.03 -2.14 3.02
C -2.15 -1.51 3.48
C -2.17 -2.84 2.87
C -0.80 -1.09 3.58
C -0.37 -4.58 2.19
H 0.58 -4.53 1.66
H -1.10 -5.06 1.53
H -0.23 -5.24 3.06
C -3.41 -3.66 2.65
H -3.21 -4.51 2.00
H -4.19 -3.05 2.19
H -3.79 -4.04 3.61
C -3.34 -0.80 4.03
H -3.58 -1.22 5.02
H -4.21 -0.93 3.38
H -3.15 0.27 4.15
C -0.31 0.14 4.28
H -0.16 -0.06 5.35
H -1.04 0.96 4.20
H 0.64 0.49 3.87
C 1.52 -2.20 3.12
H 1.82 -2.50 4.14
H 1.98 -1.23 2.93
H 1.95 -2.92 2.42
C -1.39 -1.75 -0.76
C -0.28 -2.43 -0.23
C 1.15 -1.99 -0.42
C 1.33 -0.49 -0.14
C 0.35 0.00 0.93
C -0.88 0.64 0.63
C -1.39 0.81 -0.79
C -1.31 -0.50 -1.61
H 1.50 -2.24 -1.43
H 1.19 0.09 -1.05
H 1.78 -2.56 0.27
H -0.39 -0.52 -2.21
H -2.30 -2.33 -0.87
H -0.41 -3.49 -0.05
H -2.14 -0.51 -2.32
H -2.43 1.13 -0.73
H -1.27 1.36 1.35
H -0.83 1.61 -1.30
H 2.35 -0.29 0.20
H 0.82 0.28 1.87
P 2.03 1.67 -3.57
C 1.05 1.11 -5.05
C 3.74 1.32 -4.18
P 2.08 4.46 -2.26
C 1.98 3.51 -3.86
C 3.81 5.11 -2.42
C 1.14 5.98 -2.78
H 0.00 1.39 -4.92
H 1.11 0.02 -5.13
H 1.43 1.56 -5.97
H 3.90 1.71 -5.20
H 3.91 0.24 -4.19
H 4.46 1.78 -3.51
H 1.55 6.41 -3.70
H 1.20 6.72 -1.98
H 0.09 5.71 -2.94
H 1.05 3.75 -4.39
H 2.82 3.81 -4.50
H 4.00 5.84 -1.63
H 3.98 5.59 -3.39
H 4.52 4.28 -2.30
C -3.31 -0.60 1.01
H -3.46 0.40 1.47
H -4.15 -1.23 1.31
H -3.56 -0.52 -0.07

[2]
The following is a quantum chemistry calculation of an isolated molecule of C22H27N3O3, from the OMol25 dataset.

Its gap between HOMO and LUMO is 9.36 eV. The lowest unoccupied orbital energy is 0.655 eV. The energy above the lowest of the compared OMol25 structures with the same formula, charge and spin comes out at 38.5 kcal/mol. The HOMO energy comes out at -8.71 eV. As for the SMILES: CCOc1ccc(C(=O)NC2CCN(C(=O)NCc3ccccc3)CC2)cc1.

Atoms and positions in Å:
C -9.12 3.15 -0.89
C -7.81 2.42 -1.12
O -6.82 3.05 -0.32
C -5.56 2.57 -0.33
C -4.65 3.23 0.50
C -3.33 2.83 0.56
C -2.88 1.76 -0.21
C -1.48 1.26 -0.18
O -1.21 0.09 -0.40
N -0.55 2.19 0.12
C 0.89 1.94 0.14
C 1.42 1.60 -1.25
C 2.92 1.31 -1.19
N 3.18 0.23 -0.26
C 3.26 -1.04 -0.79
O 3.59 -1.22 -1.95
N 3.00 -2.08 0.05
C 3.26 -3.44 -0.34
C 4.38 -4.05 0.47
C 5.59 -3.36 0.60
C 6.62 -3.90 1.35
C 6.47 -5.13 1.97
C 5.27 -5.82 1.84
C 4.24 -5.28 1.10
C 2.74 0.57 1.08
C 1.23 0.81 1.12
C -3.79 1.09 -1.02
C -5.11 1.49 -1.09
H -9.02 4.19 -1.17
H -9.40 3.10 0.16
H -9.91 2.69 -1.48
H -7.53 2.47 -2.18
H -7.91 1.36 -0.83
H -5.01 4.05 1.10
H -2.67 3.34 1.24
H -0.84 3.15 0.15
H 1.36 2.87 0.49
H 1.23 2.42 -1.94
H 0.90 0.71 -1.62
H 3.29 0.99 -2.17
H 3.47 2.20 -0.87
H 2.72 -1.92 1.01
H 3.54 -3.41 -1.40
H 2.35 -4.04 -0.23
H 5.70 -2.41 0.11
H 7.55 -3.36 1.44
H 7.28 -5.55 2.55
H 5.15 -6.78 2.32
H 3.31 -5.82 1.00
H 3.04 -0.20 1.79
H 3.27 1.49 1.36
H 0.92 1.08 2.13
H 0.70 -0.09 0.81
H -3.44 0.25 -1.59
H -5.79 0.95 -1.74

[3]
The following is a quantum chemistry calculation of a cluster of 19 separate species, H39O19 in total, from the OMol25 dataset.

Its gap between HOMO and LUMO is 10.62 eV. The lowest unoccupied orbital energy is -2.695 eV. The energy above the lowest of the compared OMol25 structures with the same formula, charge and spin comes out at 190.7 kcal/mol. The HOMO energy comes out at -13.32 eV. Its total charge is +1.

Atoms and positions in Å:
O -4.23 -0.54 1.29
H -4.56 1.73 -1.51
H -4.01 -1.32 1.84
O 1.46 1.22 2.61
H 1.56 0.47 3.34
H -0.20 -0.37 -1.66
O 3.98 1.74 2.25
H 0.15 -2.93 -1.63
H -4.71 0.33 -0.94
O 0.06 -0.65 -0.78
H -2.59 -4.33 1.59
H 4.42 1.28 1.75
O 4.01 0.59 -1.54
H 4.80 0.83 -1.21
H 3.71 1.23 -2.12
O -0.37 3.05 2.12
H 0.35 2.86 -3.88
H -1.09 2.56 1.81
O -2.51 -3.29 1.73
H -1.81 -0.44 1.78
H 1.59 0.72 1.91
O -4.15 0.90 -1.08
H -0.18 -3.45 -3.15
O 1.90 -2.48 -1.69
H 2.15 -1.49 -1.94
H 2.69 -3.11 -1.59
O -2.81 1.80 2.27
H -1.12 -1.93 1.98
H -0.55 -1.53 -0.58
O -0.97 -0.99 1.62
H 3.61 1.34 2.98
H -3.59 1.19 2.39
O -0.79 -3.00 -1.09
H -1.43 -3.10 -1.81
H -3.40 2.61 2.52
O -1.10 1.96 -0.58
H -0.01 3.63 1.39
H 0.32 2.07 2.08
O -0.53 -2.80 -3.84
H 0.20 -2.50 -4.46
H 1.12 2.01 -4.81
O 1.79 -1.17 3.78
H 1.92 -2.10 4.16
H -1.60 -3.31 1.55
O 1.37 -1.67 1.34
H 1.89 0.65 -3.34
H 0.72 -1.53 0.60
O 1.98 -0.22 -3.17
H -4.08 -0.94 0.42
H 2.04 -0.02 -2.18
O 0.54 2.01 -4.01
H -0.28 1.74 -1.17
H 1.13 -1.24 3.14
O 0.26 4.11 -0.03
H -0.58 3.59 -0.37
H 1.03 4.32 -0.38
H -1.65 1.26 -0.48
H 2.14 -1.31 0.75

[4]
The following is a quantum chemistry calculation of an isolated molecule of C4H8N2O, from the OMol25 dataset.

Its gap between HOMO and LUMO is 9.06 eV. The lowest unoccupied orbital energy is -0.414 eV. The energy above the lowest of the compared OMol25 structures with the same formula, charge and spin comes out at 142.5 kcal/mol. The HOMO energy comes out at -9.47 eV. As for the SMILES: C[C@H]1NC[C@@H]1N=O.

Atoms and positions in Å:
C 1.98 0.24 0.07
C 0.64 -0.41 -0.18
N -0.02 -0.98 1.02
C -1.32 -0.41 0.64
C -0.61 0.53 -0.37
N -1.23 0.67 -1.64
O -2.00 1.61 -1.49
H 2.72 -0.50 0.37
H 1.88 0.97 0.88
H 2.34 0.75 -0.83
H 0.71 -1.14 -1.01
H -0.02 -1.99 1.07
H -1.83 0.12 1.46
H -2.04 -1.10 0.18
H -1.20 1.63 -0.18

[5]
The following is a quantum chemistry calculation of a structure of composition C25H25BN8O2Ti, from the OMol25 dataset.

The multiplicity is 3. Its gap between HOMO and LUMO (spin up / spin down) is 5.96 / 9.51 eV. The lowest unoccupied orbital energy (spin up / spin down) is 0.611 / 0.556 eV. As for the expectation value of S²: 2.0072. The HOMO energy (spin up / spin down) comes out at -5.35 / -8.95 eV.

Atoms and positions in Å:
H -3.15 -1.79 -2.71
N -1.21 -1.14 -3.32
B 1.01 -0.90 -4.61
N -0.50 -1.25 -4.53
C -1.29 -1.83 -5.44
Ti -0.19 -0.70 -1.73
H -0.93 -2.02 -6.44
C -2.52 -2.16 -4.84
H -3.33 -2.66 -5.32
C -2.43 -1.74 -3.51
H 1.47 -1.00 -5.73
C 3.13 -1.12 1.59
H 3.04 -0.20 2.20
H 2.47 -1.00 0.71
H 4.17 -1.27 1.25
N 1.70 -1.86 -3.57
N 1.25 0.54 -4.07
N 1.43 -1.94 -2.20
N 0.84 0.83 -2.78
C 2.68 -2.71 -3.87
C 1.98 1.57 -4.54
H 2.99 -2.77 -4.90
H 2.40 1.53 -5.53
C 3.10 -3.37 -2.73
C 2.10 2.53 -3.55
C 2.28 -2.88 -1.69
C 1.39 2.04 -2.45
H 3.86 -4.14 -2.70
H 2.61 3.46 -3.65
H 2.25 -3.14 -0.64
H 1.19 2.49 -1.49
H 2.77 -2.00 2.10
O -1.97 -1.32 -0.67
C -1.63 -0.51 0.25
N -2.17 -0.14 1.44
C -1.28 0.79 2.15
C -0.22 1.04 1.08
O 0.64 1.91 1.07
N -0.43 0.14 0.05
C -2.00 2.06 2.60
C -1.66 3.33 2.12
C -2.26 4.47 2.66
C -3.24 4.32 3.64
C -3.59 3.05 4.13
C -2.96 1.92 3.61
C -0.53 0.08 3.25
C -0.11 0.75 4.40
C 0.59 0.06 5.39
C 0.89 -1.30 5.21
C 0.51 -1.96 4.03
C -0.20 -1.26 3.05
H -3.00 -0.54 1.90
H -0.91 3.46 1.34
H -1.94 5.45 2.26
H -3.73 5.21 4.05
H -4.35 2.91 4.90
H -3.19 0.92 3.97
H -0.36 1.81 4.51
H 0.88 0.59 6.30
H 1.43 -1.84 5.99
H 0.75 -3.02 3.86
H -0.51 -1.76 2.13

[6]
The following is a quantum chemistry calculation of a cluster of 11 separate species, C32H94N8O11 in total, from the OMol25 dataset.

Its gap between HOMO and LUMO is 9.24 eV. The lowest unoccupied orbital energy is 0.152 eV. The energy above the lowest of the compared OMol25 structures with the same formula, charge and spin comes out at 74.1 kcal/mol. The HOMO energy comes out at -9.08 eV. As for the SMILES: COC[C@H](C)N.COC[C@H](C)N.COC[C@H](C)N.COC[C@H](C)N.COC[C@H](C)N.COC[C@H](C)N.COC[C@H](C)N.COC[C@H](C)N.O.O.O.

Atoms and positions in Å:
C 5.02 1.36 -3.36
O 5.12 2.26 -4.48
C 6.01 3.35 -4.25
C 5.96 4.44 -5.35
C 6.69 4.08 -6.62
N 6.52 5.72 -4.86
H 4.60 0.43 -3.74
H 4.40 1.74 -2.55
H 6.04 1.08 -3.08
H 5.73 3.82 -3.30
H 7.03 3.04 -4.04
H 4.95 4.72 -5.65
H 7.76 4.14 -6.41
H 6.28 4.78 -7.34
H 6.51 3.02 -6.81
H 6.71 6.33 -5.65
H 5.89 6.07 -4.15
C 1.47 0.19 8.41
O 2.80 0.62 8.64
C 3.74 -0.43 8.63
C 5.08 0.10 8.05
C 5.95 -0.96 7.46
N 5.84 0.64 9.18
H 1.43 0.02 7.33
H 0.74 0.98 8.60
H 1.12 -0.60 9.07
H 3.87 -0.87 9.61
H 3.39 -1.19 7.93
H 5.01 0.87 7.28
H 6.08 -1.80 8.14
H 6.93 -0.58 7.17
H 5.59 -1.33 6.50
H 5.36 1.49 9.44
H 6.69 1.02 8.79
C 5.29 8.24 3.85
O 4.36 7.24 3.95
C 3.85 7.26 5.20
C 3.13 5.93 5.59
C 1.83 5.56 4.80
N 2.85 5.91 7.04
H 5.54 8.30 2.79
H 6.16 7.89 4.41
H 5.06 9.24 4.24
H 4.62 7.49 5.93
H 3.11 8.06 5.21
H 3.79 5.11 5.34
H 1.03 6.29 4.91
H 1.42 4.60 5.12
H 2.20 5.41 3.79
H 3.78 5.95 7.42
H 2.51 4.98 7.24
C 8.63 3.19 1.12
O 9.85 2.71 0.53
C 10.77 3.73 0.08
C 12.07 3.19 -0.63
C 12.86 2.01 0.07
N 13.01 4.24 -1.00
H 8.10 2.32 1.49
H 7.96 3.68 0.41
H 8.81 3.90 1.93
H 10.20 4.30 -0.66
H 10.99 4.42 0.90
H 11.75 2.81 -1.60
H 12.40 1.02 0.03
H 12.87 2.13 1.15
H 13.82 1.93 -0.44
H 13.43 4.48 -0.12
H 12.41 5.02 -1.26
C -5.76 -5.29 -6.98
O -7.07 -5.82 -7.14
C -7.80 -5.15 -8.16
C -9.25 -5.70 -8.17
C -9.28 -7.25 -7.98
N -9.83 -5.30 -9.42
H -5.79 -4.21 -6.88
H -5.18 -5.55 -7.87
H -5.17 -5.76 -6.19
H -7.80 -4.09 -7.91
H -7.25 -5.27 -9.09
H -9.86 -5.19 -7.41
H -9.26 -7.61 -6.95
H -8.63 -7.89 -8.59
H -10.26 -7.58 -8.32
H -10.68 -5.83 -9.47
H -9.23 -5.76 -10.08
C -9.37 -0.52 -3.31
O -9.62 0.75 -2.78
C -8.59 1.09 -1.84
C -9.00 2.27 -0.97
C -9.10 3.52 -1.81
N -8.03 2.41 0.05
H -8.32 -0.58 -3.60
H -9.90 -0.75 -4.24
H -9.39 -1.35 -2.61
H -8.39 0.30 -1.12
H -7.58 1.26 -2.23
H -9.97 2.03 -0.53
H -8.34 3.61 -2.58
H -9.16 4.50 -1.32
H -10.01 3.51 -2.41
H -7.96 1.57 0.61
H -8.33 3.13 0.68
C 1.27 -1.57 1.87
O 0.47 -1.50 0.70
C -0.94 -1.81 0.85
C -1.58 -1.88 -0.52
C -1.42 -0.63 -1.34
N -3.02 -2.12 -0.56
H 2.32 -1.44 1.60
H 1.19 -2.40 2.57
H 1.00 -0.72 2.48
H -0.97 -2.81 1.29
H -1.46 -1.11 1.50
H -1.02 -2.67 -1.03
H -0.38 -0.31 -1.47
H -1.85 0.19 -0.78
H -1.89 -0.86 -2.30
H -3.54 -1.70 0.20
H -3.19 -3.11 -0.51
C -5.03 -6.91 2.44
O -5.84 -6.27 1.44
C -6.16 -7.05 0.26
C -7.49 -6.54 -0.31
C -8.63 -6.77 0.67
N -7.92 -7.12 -1.56
H -4.97 -6.22 3.28
H -4.02 -7.15 2.12
H -5.46 -7.88 2.73
H -5.33 -7.01 -0.46
H -6.31 -8.11 0.48
H -7.28 -5.49 -0.46
H -8.43 -6.39 1.67
H -8.82 -7.84 0.70
H -9.57 -6.35 0.31
H -7.79 -8.12 -1.50
H -7.28 -6.84 -2.29
O -6.53 -1.78 3.58
H -6.34 -2.71 3.45
H -7.10 -1.75 4.35
O 0.53 4.38 -1.67
H 0.57 3.43 -1.56
H 0.04 4.51 -2.48
O 5.62 -5.38 -0.54
H 6.16 -5.65 0.20
H 4.78 -5.14 -0.16